#1
Entry from the OMol25 dataset: an isolated molecule of C3H4O3S (ωB97M-V/def2-TZVPD).

Cartesian coordinates (Å):
C 1.3343 -2.2097 -0.0466
C 1.2711 -1.1525 0.5063
C -1.5776 0.6823 -0.5321
O 1.4340 1.0448 2.0096
O 1.5240 1.2839 -0.4271
O -1.0143 0.5851 0.6896
S 1.0526 0.6331 0.7230
H 0.9748 -3.2151 -0.2835
H -2.5091 1.1713 -0.3040
H -1.4659 -0.2027 -1.1234
H -1.0240 1.3796 -1.2119

Results
Molecular weight: 120.129 g mol⁻¹
Highest occupied orbital energy: -10.46 eV
SMILES string: C#CS(=O)(=O)OC
LUMO: -0.0294 hartree
Frontier orbital gap: 9.67 eV



#2
Entry from the OMol25 dataset: a cluster of 2 separate species, C3H4O3S in total (ωB97M-V/def2-TZVPD).

Cartesian coordinates (Å):
C -1.0805 -0.1485 0.2151
C -0.0843 -0.4806 -0.3472
C -2.3910 0.0720 0.8728
O 3.1974 0.9206 -1.5795
O 3.5335 -0.1769 0.6307
O 1.0266 -0.7769 -0.8554
S 2.7832 0.6830 -0.2361
H -2.0661 1.0851 1.2798
H -2.7320 -0.5383 1.6882
H -3.2499 0.2683 0.1541
H 1.0630 -0.9079 -1.8224

Results
Molecular weight: 120.129 g mol⁻¹
Highest occupied orbital energy: -9.45 eV
LUMO: -0.0036 hartree
Frontier orbital gap: 9.35 eV



The most stable arrangement is #2, and the next structure is 2.137 eV less stable.